[1]
Here is C25H72N5O12S as an isolated structure in a non-equilibrium geometry from OMol25. Energies are from wB97M-V/def2-TZVPD.

Last column: Mulliken charge in e.
Positions of all 115 atoms, in Å:
1 O -4.380221 0.999041 0.158145  -0.196
2 H -3.742006 0.287716 0.249308  0.554
3 H -3.876444 1.807064 0.036090  0.591
4 H -4.799460 1.144083 1.009495  0.547
5 O -3.080593 1.798633 2.444361  -0.299
6 H -2.619303 0.965735 2.321566  0.813
7 H -2.997342 2.264935 1.609362  0.266
8 H -4.013520 1.581707 2.509182  0.350
9 O -1.490070 1.973423 -0.537289  -0.970
10 H -1.239449 1.117789 -0.181376  -1.267
11 H -2.212133 2.309177 -0.001097  0.198
12 H -1.899046 1.749855 -1.376549  1.403
13 S -1.849120 -0.387584 0.835736  0.641
14 O -3.106758 -0.235510 0.104674  -1.484
15 O -1.992832 0.213595 2.150811  -0.950
16 O -1.635390 -1.847912 0.968241  -0.635
17 O -0.856549 0.295308 0.046287  0.247
18 C 0.684351 -2.866459 0.255525  -0.772
19 C 0.664795 -2.483725 1.734633  -0.447
20 C 2.007472 -2.472451 2.525143  -0.655
21 O 2.278767 -3.850500 2.743972  -0.457
22 C 3.431902 -4.083524 3.456387  -0.793
23 N -0.021493 -1.214725 1.929328  -1.245
24 H 1.325892 -3.702911 -0.021742  0.436
25 H 1.204744 -2.110368 -0.332368  -0.762
26 H -0.324602 -2.763727 -0.143915  0.972
27 H 0.013502 -3.187493 2.252937  0.598
28 H 2.013032 -2.057028 3.532863  0.503
29 H 2.786000 -2.189081 1.816851  0.357
30 H 3.615820 -3.425452 4.305637  0.311
31 H 4.319247 -4.087070 2.823351  0.297
32 H 3.345515 -5.084797 3.878362  0.271
33 H 0.312724 -0.468516 1.336367  0.611
34 H -0.935363 -1.398960 1.540742  0.755
35 C 0.561909 1.032581 2.446415  -0.107
36 C -0.011741 0.497147 3.785720  -0.415
37 C -0.699112 1.490130 4.697033  -1.135
38 O 0.241505 2.634007 4.908819  -0.354
39 C 0.793535 2.465762 6.257656  -0.785
40 N -0.856689 -0.556247 3.446923  -0.548
41 H 0.649378 2.118461 2.410253  0.531
42 H -0.091708 0.886465 1.586447  0.379
43 H 1.567903 0.680340 2.218381  -0.010
44 H 0.831563 0.109186 4.357056  0.418
45 H -0.969027 1.006073 5.635607  0.529
46 H -1.530775 2.036518 4.252181  -0.016
47 H 1.567322 3.222005 6.389734  0.289
48 H 1.301142 1.522472 6.459262  0.298
49 H -0.006751 2.519495 6.995725  0.339
50 H -1.551428 -0.337829 2.747111  0.452
51 H -0.350697 -1.318881 3.019777  0.883
52 C -2.673943 -3.360821 -1.960664  -1.854
53 C -1.507253 -2.348572 -1.919347  0.524
54 C -0.944095 -1.997488 -3.318884  0.391
55 O -0.509638 -3.202385 -3.901275  -0.477
56 C 0.788202 -3.634429 -3.616052  -0.509
57 N -2.087020 -1.204691 -1.251834  0.396
58 H -2.302075 -4.356606 -2.201960  0.423
59 H -3.331545 -3.102902 -2.790809  0.347
60 H -3.168122 -3.448991 -0.993140  0.415
61 H -0.700377 -2.687428 -1.269562  -0.550
62 H -0.173196 -1.237219 -3.193147  -0.075
63 H -1.800695 -1.601650 -3.864456  -0.135
64 H 0.912388 -4.683051 -3.886377  0.377
65 H 1.026532 -3.530798 -2.557482  0.037
66 H 1.476253 -3.054819 -4.231459  0.281
67 H -1.284943 -0.610992 -1.095972  0.358
68 H -2.432871 -1.290497 -0.306771  0.294
69 C -3.634386 1.954332 -3.609831  -1.608
70 C -2.628393 0.835052 -3.202626  -0.256
71 C -1.157971 1.200168 -3.411520  -0.385
72 O -0.890101 2.478150 -2.692171  -0.547
73 C 0.473922 2.798848 -2.799600  -0.805
74 N -2.735121 0.606878 -1.743365  -0.123
75 H -3.772971 1.811575 -4.681521  0.439
76 H -3.465764 2.993579 -3.327642  0.261
77 H -4.590911 1.691954 -3.157820  0.438
78 H -2.871923 -0.131775 -3.643124  0.227
79 H -0.889247 1.406837 -4.447455  0.997
80 H -0.491948 0.392327 -3.108351  -1.223
81 H 1.106304 1.996245 -2.420100  -0.924
82 H 0.573180 3.766800 -2.308373  0.666
83 H 0.750636 2.845973 -3.852842  0.458
84 H -2.149322 -0.194009 -1.554893  -0.693
85 H -3.648392 0.254366 -1.494839  0.783
86 C 2.859438 1.360202 1.293189  -2.139
87 C 1.823967 1.781221 0.217200  0.814
88 C 2.521845 2.800012 -0.747452  -1.341
89 C 3.573521 2.250288 -1.717139  -0.912
90 C 2.924591 1.111232 -2.500937  -0.791
91 C 2.187012 0.033438 -1.660546  0.815
92 N 1.330332 0.653319 -0.640173  0.167
93 O 0.793493 -0.244640 0.225007  1.021
94 C 1.353480 -0.866850 -2.570081  -0.391
95 C 3.311536 -0.855269 -1.038163  -1.267
96 C 0.547093 2.567459 0.638009  -1.276
97 H 3.847055 1.563276 0.879091  0.662
98 H 2.825941 0.292053 1.507767  0.695
99 H 2.811346 2.010703 2.166474  0.323
100 H 1.819124 3.388356 -1.337476  0.250
101 H 3.028921 3.542584 -0.131364  0.246
102 H 4.491340 1.940620 -1.217340  0.459
103 H 3.864288 3.069799 -2.374365  0.604
104 H 3.688984 0.695038 -3.157128  0.448
105 H 2.170933 1.447715 -3.212893  0.685
106 H 0.740430 -1.609846 -2.059936  -1.086
107 H 0.615864 -0.260140 -3.095364  0.982
108 H 1.907150 -1.504932 -3.258854  0.915
109 H 2.967745 -1.523506 -0.248624  0.127
110 H 3.705875 -1.610357 -1.718187  0.548
111 H 4.133380 -0.322100 -0.560257  0.333
112 H 0.190189 3.291804 -0.094141  0.870
113 H 0.740463 3.216003 1.492470  0.381
114 H -0.273922 1.883459 0.852877  0.425
115 H -0.145011 -0.052854 0.288481  -0.051

Forces on the atoms, in the same order (eV/Å):
O -13.99 12.36 0.18
H -6.39 4.00 3.43
H 0.09 1.22 -1.03
H -1.49 0.03 0.15
O -5.38 8.05 3.27
H -0.81 0.27 1.06
H 0.42 1.86 -1.37
H -1.27 0.20 1.11
O -1.99 12.06 -0.28
H -1.65 5.68 -1.68
H -0.34 1.20 0.18
H -1.88 -0.23 -1.73
S -6.29 -2.46 2.62
O 13.94 -13.19 4.64
O -4.43 1.88 -14.65
O -11.17 -3.24 -5.18
O -18.59 -1.35 -1.42
C 1.82 0.51 -0.17
C 0.37 -0.11 0.39
C -0.27 -2.18 -1.47
O -1.16 -0.09 -0.24
C 1.00 -1.10 0.56
N 9.36 -1.65 -1.94
H -0.89 -0.96 0.44
H -0.11 -0.07 0.67
H 1.25 -1.56 1.41
H 0.13 -0.48 0.13
H -0.25 1.04 -0.38
H 0.30 1.17 0.41
H -0.24 0.44 0.02
H 0.20 0.21 -0.17
H 0.04 -0.07 -0.04
H 2.87 -0.92 3.09
H 5.08 -2.08 4.91
C -0.41 1.67 3.14
C 1.11 0.36 -0.58
C 1.32 2.39 -0.56
O -0.14 -2.10 2.00
C 0.07 0.57 -0.86
N -0.05 -1.32 13.61
H 0.05 -1.21 1.92
H 1.14 0.06 3.17
H -1.93 -0.54 1.03
H 0.18 0.04 0.29
H -0.15 0.14 -0.05
H -0.33 -0.63 -0.02
H -0.37 0.24 0.11
H -0.05 -0.42 -0.61
H 0.02 0.44 0.07
H 4.75 -5.82 8.94
H 1.10 -2.14 2.93
C 1.35 -0.64 -0.70
C -1.15 -1.30 0.06
C -1.61 -0.90 0.89
O -0.85 -0.13 -0.69
C 0.38 -0.01 -0.16
N 6.43 -13.47 -2.66
H 0.04 -0.04 -0.01
H -0.38 0.16 0.31
H -0.19 0.25 -0.11
H -0.63 -0.51 -1.84
H -2.07 -1.70 -1.34
H 0.23 -0.36 -0.58
H -0.37 0.05 -0.06
H 0.19 -0.10 0.08
H 0.39 -0.15 0.11
H 1.42 -2.44 -1.02
H -0.59 -5.50 -5.70
C -0.16 -1.65 -0.61
C -0.34 1.31 1.52
C -0.43 1.94 -0.44
O -0.53 -1.99 -1.98
C -0.95 -0.14 -0.68
N -5.02 9.41 -6.51
H -0.13 0.69 -0.18
H 0.72 -0.26 -0.09
H -0.14 -0.12 -0.01
H -0.05 0.33 -0.88
H -0.25 -0.17 -0.35
H -0.89 1.05 0.48
H -1.28 1.07 0.60
H 0.11 -0.17 -0.34
H 0.04 0.53 -0.42
H -2.05 3.36 -3.09
H 0.07 0.43 -1.79
C 1.33 0.84 -1.42
C 0.45 1.38 -2.47
C 1.13 0.74 0.55
C -1.09 -0.23 0.32
C 0.10 -0.29 -0.86
C 2.62 -1.30 0.60
N 0.02 2.44 -0.66
O 17.75 -5.13 -2.81
C 0.97 0.84 1.02
C -0.13 -0.75 0.79
C 0.53 1.92 -0.83
H 0.17 -0.15 -0.17
H 0.33 0.19 0.04
H -0.08 -0.30 0.07
H 0.52 -0.46 0.84
H -0.02 0.06 0.38
H -0.08 -0.24 0.08
H 0.02 -0.10 -0.19
H 0.00 -0.73 0.26
H 0.97 0.14 -0.20
H 0.95 0.56 0.90
H 2.17 0.34 -0.03
H 0.36 0.78 -0.05
H -0.44 0.33 0.20
H 0.22 0.50 -0.58
H 0.03 0.29 -0.40
H 0.54 -0.41 -0.54
H 0.14 0.19 -0.35
H 1.38 2.85 -0.20
H 13.25 -5.36 2.46

Its spin multiplicity is 1. As for the highest occupied orbital energy: -7.710 eV. The calculation puts the total energy at -2567.829436 Ha. As for the net charge: +1.


[2]
Here is a 9-piece molecular cluster, C25H73N9O9P2 overall in a non-equilibrium geometry from OMol25. Energies are from wB97M-V/def2-TZVPD.

Last column: Mulliken charge in e.
Positions of all 118 atoms, in Å:
1 C 6.156567 16.804216 14.501579  -0.936
2 N 5.961753 17.982691 13.599888  0.035
3 C 5.023428 17.653948 12.483805  -0.851
4 P 7.393902 18.723744 13.117599  -0.090
5 O 8.456471 17.906801 12.439660  -0.530
6 N 7.021779 19.935282 12.054197  0.504
7 C 6.433423 21.171725 12.552536  -1.089
8 C 7.083036 19.905953 10.653384  -0.580
9 N 7.810444 19.460874 14.518554  0.468
10 C 8.957294 20.304006 14.344800  -1.342
11 C 6.905086 19.560069 15.688886  -0.938
12 H 5.288828 16.670488 15.137889  0.283
13 H 7.023049 16.874988 15.156660  0.233
14 H 6.308256 15.895321 13.949624  0.305
15 H 5.136223 18.428229 11.685578  0.267
16 H 4.017686 17.616700 12.851451  0.368
17 H 5.271254 16.728773 11.984766  0.301
18 H 5.365229 21.282252 12.608661  0.306
19 H 6.718812 21.314377 13.627024  0.249
20 H 6.839787 22.071379 12.019216  0.317
21 H 7.931020 20.560115 10.273349  0.277
22 H 7.329164 18.880770 10.307672  -0.170
23 H 6.127748 20.207864 10.181845  0.349
24 H 9.775064 19.884632 14.945721  0.312
25 H 9.256776 20.395023 13.311167  0.362
26 H 8.760643 21.261029 14.779844  0.547
27 H 5.847220 19.559961 15.393750  0.401
28 H 6.992516 20.592646 16.177070  0.352
29 H 7.050356 18.741859 16.386200  0.177
30 C 9.282596 10.574574 14.490141  -0.835
31 N 10.448721 10.183342 15.238620  0.292
32 C 10.464238 8.770164 15.582935  -1.077
33 P 11.823842 10.887860 14.711810  -0.520
34 O 11.488734 12.286517 14.303861  0.039
35 N 12.935222 10.586411 15.891732  0.267
36 C 14.312087 10.825093 15.516259  -1.008
37 C 12.729950 10.978721 17.288291  -1.120
38 N 12.486470 10.129984 13.397732  0.881
39 C 12.682169 8.647609 13.325817  -1.067
40 C 12.446552 10.702166 12.096463  -0.676
41 H 9.181139 10.019999 13.522400  0.238
42 H 9.309906 11.622454 14.285600  0.061
43 H 8.448963 10.361862 15.167216  0.418
44 H 11.432303 8.486515 16.067474  0.325
45 H 10.286214 8.140613 14.725352  0.304
46 H 9.656644 8.598533 16.269825  0.398
47 H 14.632389 10.462830 14.563503  0.329
48 H 14.474681 11.903662 15.441486  0.272
49 H 14.989008 10.479879 16.298182  0.393
50 H 13.256751 10.269549 17.944191  0.312
51 H 13.190709 11.977888 17.525643  0.289
52 H 11.708385 10.969709 17.544497  0.445
53 H 11.833047 8.075627 12.849502  0.213
54 H 13.509898 8.483042 12.613372  0.401
55 H 12.895037 8.241626 14.326230  0.301
56 H 11.772474 10.194505 11.361992  0.339
57 H 13.392353 10.527889 11.586013  0.396
58 H 12.115427 11.724120 12.057024  -0.504
59 C 11.217456 15.374150 17.344526  -1.072
60 N 9.886733 15.590476 16.942522  0.266
61 C 8.859295 15.963944 17.773673  0.598
62 C 9.045229 16.124884 19.277960  -1.268
63 O 7.800884 16.242437 17.225880  -0.618
64 H 11.495148 16.047161 18.150766  0.373
65 H 11.888366 15.576535 16.496054  0.231
66 H 11.425320 14.343296 17.609033  0.330
67 H 9.778996 15.870569 16.022242  0.174
68 H 9.699202 16.969352 19.569343  0.320
69 H 9.291401 15.246990 19.846218  0.325
70 H 8.034667 16.422875 19.508396  0.392
71 C 10.421678 18.609589 9.810925  -0.172
72 N 11.668908 17.820503 9.584578  -0.115
73 C 11.747922 16.527447 9.138045  0.661
74 C 13.160020 15.926125 9.132422  -1.256
75 O 10.790107 15.867014 8.779316  -0.605
76 H 10.760728 19.703428 9.801733  0.263
77 H 9.897648 18.342025 10.765107  0.064
78 H 9.727592 18.408989 8.961509  0.041
79 H 12.484545 18.112604 10.119550  0.250
80 H 13.198970 14.914079 8.688629  0.303
81 H 13.574400 15.965041 10.121303  0.204
82 H 13.843019 16.572637 8.529627  0.430
83 C 7.311633 15.367501 10.310885  0.390
84 N 7.798631 15.648596 8.979808  -0.084
85 C 7.153205 16.507616 8.144440  0.715
86 C 7.950182 16.786411 6.867341  -0.976
87 O 6.069699 17.015212 8.388974  -0.651
88 H 7.044669 16.296785 10.804713  -0.530
89 H 8.091263 14.946699 10.862509  -0.498
90 H 6.424132 14.725996 10.163635  0.504
91 H 8.826693 15.797860 8.950382  0.283
92 H 8.877877 16.213619 6.810642  0.202
93 H 8.181043 17.865128 6.829847  0.215
94 H 7.364751 16.542629 5.971296  0.384
95 C 12.987094 18.462851 13.501448  -0.526
96 O 12.619015 17.610876 12.394742  -0.390
97 H 13.882452 19.073571 13.293477  0.298
98 H 12.135810 19.156441 13.726482  0.084
99 H 13.125387 17.919477 14.414871  0.204
100 H 11.773293 17.207388 12.596963  0.172
101 C 10.705637 13.053452 10.090759  -0.342
102 O 9.887843 12.294381 10.950997  -0.411
103 H 10.610853 14.083276 10.103969  -0.094
104 H 11.766433 12.789075 10.414298  0.270
105 H 10.556175 12.701227 9.082249  0.424
106 H 8.980525 12.547503 10.713930  0.272
107 C 10.370640 15.270879 13.475836  1.262
108 O 10.462292 16.608329 13.981855  -0.147
109 H 10.235597 14.488769 14.267130  -0.069
110 H 9.622564 15.119911 12.655991  -0.640
111 H 11.377075 15.105684 13.060571  -0.396
112 H 9.744902 17.213769 13.639408  0.130
113 C 14.053546 14.367149 13.477239  0.054
114 O 13.653829 14.222409 14.820196  -0.572
115 H 13.469981 15.105423 12.897657  -0.297
116 H 15.093628 14.584577 13.517828  0.494
117 H 13.840316 13.395873 12.933316  0.024
118 H 12.860317 13.662692 14.785678  0.134

Forces on the atoms, in the same order (eV/Å):
C 0.03 0.69 -0.01
N 0.21 -1.22 -0.86
C 1.27 1.23 -0.38
P -0.61 -0.50 -0.58
O -0.31 -0.05 0.81
N -1.18 1.32 1.76
C 1.40 1.19 1.59
C 1.26 -0.72 -2.29
N -1.11 -0.56 -0.21
C 0.98 -0.46 1.77
C -0.04 1.86 -0.06
H -0.24 0.09 0.08
H -0.02 0.40 -0.03
H -0.03 -0.50 -0.60
H -0.44 -0.45 0.75
H -0.56 0.04 0.19
H 0.07 -0.54 0.08
H -0.80 -0.51 -0.67
H -0.04 -0.08 -0.91
H -0.25 -0.87 0.19
H -1.01 -0.42 0.24
H -0.25 0.54 0.08
H 0.45 -0.09 0.17
H 0.31 0.16 -0.35
H 0.03 0.01 -0.23
H -0.15 0.94 0.01
H 0.40 -0.31 -0.25
H 0.47 -1.45 -0.44
H 0.24 0.12 0.29
C -0.93 -0.81 -0.01
N 0.60 -0.65 0.28
C 0.79 0.16 0.69
P 0.04 1.26 -0.94
O 0.75 -0.06 0.54
N 0.08 -0.28 0.27
C 0.88 1.26 0.48
C 1.56 0.35 0.04
N -0.37 -1.96 0.19
C -0.16 0.51 -0.41
C -0.45 -0.51 -2.07
H -0.03 0.26 0.66
H 0.00 0.58 -0.14
H -0.34 0.00 -0.50
H -0.89 0.27 -0.39
H 0.04 -0.31 -0.48
H -0.38 -0.25 0.53
H -0.21 -0.78 -0.48
H 0.14 0.23 0.15
H -0.10 -0.30 -0.01
H -0.15 0.01 -0.21
H -0.57 -0.64 -0.44
H -1.26 0.10 0.22
H 0.40 0.81 0.64
H 0.04 -0.06 0.61
H 0.08 0.09 -0.53
H -0.21 -0.03 0.88
H 0.60 0.53 0.16
H 0.28 0.37 0.46
C 1.63 0.01 -0.19
N -0.88 -0.16 2.56
C 1.01 -0.02 -1.56
C -0.57 0.81 -0.57
O -0.52 0.21 0.67
H 0.24 -0.06 0.25
H -0.20 0.07 0.23
H -0.04 -0.27 0.35
H -0.58 0.48 -2.14
H -0.06 -0.55 -0.42
H 0.32 -0.48 -0.02
H -0.27 0.08 0.70
C 0.62 0.11 -0.28
N 0.04 -0.32 0.11
C 0.56 0.61 0.54
C 0.26 0.76 -1.23
O -0.70 0.00 -0.38
H -0.78 -1.52 0.06
H 0.54 0.29 -0.74
H 0.52 0.29 0.59
H -0.44 0.00 -0.13
H -0.32 0.56 0.46
H 0.12 -0.28 0.69
H -0.56 -0.39 0.28
C -1.88 0.87 -1.45
N 1.79 0.47 -0.07
C 0.18 0.16 -0.21
C -0.15 0.37 -0.14
O 0.07 -0.25 -0.14
H -0.29 0.06 0.22
H 1.04 -1.08 0.89
H 0.39 0.15 0.73
H -0.73 -0.54 -0.30
H -0.07 0.11 0.19
H -0.10 -0.40 -0.03
H -0.07 0.12 0.35
C -1.42 0.70 -0.43
O 1.33 0.88 0.10
H -0.40 -0.54 -0.31
H 0.66 -0.26 -0.28
H 0.34 -0.63 0.42
H -0.40 -0.05 0.55
C 2.37 -2.78 0.29
O -1.20 0.49 0.25
H -0.55 2.04 0.40
H -1.17 0.52 -0.68
H 0.18 0.03 -0.63
H 0.24 -0.34 0.35
C 0.47 -0.43 -0.46
O -1.05 0.66 0.08
H -0.12 0.85 -0.50
H 0.45 0.36 0.79
H -0.42 -0.50 -0.10
H 0.38 -1.11 -0.01
C -1.32 -1.43 -0.82
O -0.58 0.06 0.23
H 0.43 0.21 0.48
H 0.85 0.29 -0.49
H 0.66 0.79 0.40
H -0.18 -0.02 0.16

Its spin multiplicity is 1. As for the highest occupied orbital energy: -8.711 eV. The calculation puts the total energy at -2849.083628 Ha. As for the structure (SMILES): CN(C)P(=O)(N(C)C)N(C)C.CN(C)P(=O)(N(C)C)N(C)C.CNC(C)=O.CNC(C)=O.CNC(C)=O.CO.CO.CO.CO.